55
Properties=species:S:1:pos:R:3:forces:R:3:lowdin_spin:R:1 method="wB97M-V/def2-TZVPD" total_energy_ha=-2024.10954 spin_multiplicity=5 orbital_gap_ev="8.369 / 4.591" de_lowest_kcal_mol=0.0 charge=+4
Pt 0.55731 -1.15040 -0.95200 0.74 0.30 0.07 1.271
N -0.61938 -2.81675 -1.43937 -1.35 -1.08 1.15 0.151
C -0.01020 -3.63773 -2.50822 -0.64 1.21 -1.93 0.014
C 1.44888 -3.86359 -2.25778 0.39 -1.83 -0.68 0.013
N 2.03843 -2.70029 -1.59160 1.81 0.49 1.05 0.184
H -0.60968 -3.35743 -0.55323 -0.06 0.20 -0.56 0.004
H -1.62598 -2.62774 -1.59105 0.76 -0.30 -0.29 0.007
H -0.10765 -3.07054 -3.47884 -0.20 -0.47 1.03 0.000
H -0.53919 -4.57112 -2.62144 -0.18 -0.30 -0.04 0.004
H 1.94769 -4.02064 -3.24542 -0.34 0.01 0.84 0.002
H 1.56048 -4.83482 -1.69507 0.31 1.26 -0.17 0.002
H 2.76494 -2.25068 -2.15826 -0.42 -0.19 -0.18 0.002
H 2.59259 -3.00198 -0.76636 -0.65 0.17 -0.48 0.004
O 0.51251 -2.10122 1.02843 -0.41 0.27 -0.23 0.059
S 1.67254 -1.63948 1.88999 1.15 0.75 1.29 0.024
C 1.09664 -1.97742 3.55066 -2.03 -0.66 -2.16 0.106
C -0.19654 -2.43280 3.58763 0.50 0.50 0.12 0.077
C -0.62045 -3.16311 4.72268 -1.56 0.41 -1.26 0.304
C 0.31361 -3.51230 5.68187 0.93 -0.28 1.21 0.096
C 1.52557 -2.87132 5.71072 1.04 -0.20 2.20 0.048
C 1.95418 -2.07105 4.64044 0.72 -0.28 0.66 0.316
C 1.73923 0.14504 2.04245 -0.16 0.34 0.56 0.023
C 2.97139 0.69337 2.37178 1.28 0.18 -1.00 0.003
C 3.17702 2.07819 2.30001 -0.43 0.17 0.32 0.003
C 2.08529 2.89863 1.95783 0.36 0.69 0.28 0.005
C 0.80857 2.34817 1.79412 0.08 -0.83 0.09 0.003
C 0.61718 0.95281 1.94262 -0.49 0.63 -0.93 0.012
H -0.85940 -2.25736 2.74884 0.04 -0.25 0.12 0.001
H -1.68851 -3.43611 4.78320 0.70 -0.06 0.21 0.010
H 0.05083 -4.24629 6.41947 -0.04 -0.04 0.48 0.002
H 2.19151 -2.94963 6.62322 -0.82 -0.13 -1.28 -0.001
H 2.94709 -1.62727 4.62101 -0.10 -0.04 0.14 0.010
H 3.84265 0.04945 2.51200 -0.18 0.12 0.02 0.000
H 4.16910 2.52553 2.51066 -0.79 -0.46 -0.18 0.000
H 2.24240 4.00960 1.89546 -0.24 -1.30 -0.08 0.000
H -0.03714 2.97681 1.51347 0.19 -0.11 0.44 0.000
H -0.38159 0.49629 1.90720 0.35 0.34 -0.21 0.002
N -1.57437 0.89512 -1.98585 -0.59 -0.06 -0.24 0.051
C -0.46984 1.53865 -2.32648 -0.53 -0.40 1.00 0.053
S 0.98205 0.60330 -2.33578 0.45 1.08 -0.54 0.147
N -0.51286 2.86767 -2.58238 -0.92 0.40 -0.63 0.084
C -1.72072 3.60588 -2.92675 1.13 -0.44 0.65 0.256
C -1.81197 4.14706 -4.21228 -0.94 0.25 -1.51 0.023
C -3.05459 4.58915 -4.70249 2.24 -0.63 -0.01 0.124
C -4.17685 4.47907 -3.85875 -0.95 1.06 -1.21 0.303
C -4.00392 4.23621 -2.51064 0.64 -0.56 2.49 0.062
C -2.77809 3.83267 -1.98635 -1.57 -0.09 -0.15 0.096
H -1.43369 -0.10392 -1.83760 -0.51 0.44 -0.14 0.017
H -2.51858 1.26262 -2.09904 0.35 -0.11 0.11 0.004
H 0.36603 3.25373 -2.89815 0.12 0.22 -0.29 0.005
H -0.96484 4.03972 -4.88712 -0.13 0.24 0.07 -0.002
H -3.16109 4.93878 -5.72754 0.07 -0.15 0.16 0.003
H -5.16673 4.72436 -4.27641 0.42 -0.25 0.33 0.010
H -4.85042 4.40783 -1.84368 0.25 -0.15 -0.09 0.000
H -2.68143 3.69725 -0.89981 0.20 -0.06 -0.62 0.001